(1)
97
Properties=species:S:1:pos:R:3:forces:R:3:mulliken_charge:R:1 method="wB97M-V/def2-TZVPD" charge=0 e_lumo_ev=0.64 smiles=CCOC[C@H](COC[C@H](F)CC)NC[C@H](C)Br.c1ccncc1.c1ccncc1.c1ccncc1.c1ccncc1.c1ccncc1 e_tot_ha=-4592.48194
C 1.20662 -3.40141 4.99820 0.0 -0.6 -1.2 -0.938
C 0.10059 -2.37353 4.34179 -1.0 -1.1 0.7 0.267
O 0.31475 -0.95721 4.67069 1.1 -1.2 -2.5 -0.402
C 1.08830 -0.26676 3.58503 0.7 0.5 1.3 -0.516
C 0.14236 0.69815 2.64854 -0.2 1.1 0.6 -0.127
C -1.45475 0.73510 3.14579 1.5 0.8 0.8 -0.662
O -2.15936 -0.53830 2.96087 -0.8 2.2 0.7 -0.142
C -3.56157 -0.30111 3.35497 -0.3 -0.1 -1.2 -0.582
C -4.46370 -0.37972 1.96720 0.3 0.2 1.0 0.140
F -4.16745 0.83424 1.13397 -0.6 -2.3 1.7 -0.422
C -6.05182 -0.48902 2.35836 0.9 0.1 -0.3 0.028
C -6.50190 -2.05958 2.18235 -0.3 -0.1 -0.1 -0.975
N 0.30544 0.51949 1.16018 -0.7 -0.9 1.0 -0.226
C 0.22068 -0.90492 0.69108 2.1 -0.4 -1.3 -0.465
C -0.19187 -1.06414 -0.92025 -0.9 -2.2 2.0 0.142
C 0.15398 -2.65627 -1.29504 0.3 1.1 0.4 -0.971
Br 0.81400 0.22594 -2.07304 -0.9 -0.9 0.9 -0.146
H 0.65508 -4.10981 5.74874 1.4 1.5 -1.1 0.274
H 2.15444 -2.86652 5.42862 -2.1 -0.9 -0.6 0.265
H 1.59847 -4.10211 4.11533 -0.8 1.4 1.9 0.258
H -0.97030 -2.65704 4.78686 2.3 0.7 -1.0 0.224
H 0.04266 -2.61886 3.19926 0.1 0.9 2.0 -0.102
H 1.74920 -1.03526 3.00182 -1.5 1.4 0.8 0.279
H 1.85983 0.42459 4.18000 -1.7 -1.4 -1.4 0.204
H 0.51910 1.81100 2.87282 -0.9 -2.4 -0.5 0.383
H -1.47348 0.98903 4.31056 0.3 -0.6 -2.3 0.352
H -1.96491 1.64935 2.61514 0.8 -2.0 0.6 0.316
H -3.91855 -1.14723 4.09075 0.7 1.6 -1.5 0.118
H -3.61799 0.75726 3.86734 -0.3 -2.2 -1.0 0.373
H -4.05586 -1.30804 1.36653 -0.9 2.0 1.0 0.180
H -6.65711 0.21927 1.64781 1.2 -1.4 1.3 0.339
H -6.16119 -0.09867 3.46979 0.1 -1.0 -2.4 0.126
H -5.56823 -2.76364 2.09464 -1.6 1.4 0.2 0.293
H -7.10307 -2.17332 1.16174 1.2 0.1 2.4 0.225
H -7.13077 -2.46386 3.10897 1.2 1.1 -2.2 0.230
H 1.11474 1.04857 0.76838 -1.0 -1.0 0.6 0.333
H 1.32601 -1.35187 0.75722 -2.2 0.5 -0.2 0.169
H -0.44963 -1.62050 1.32542 0.9 1.9 -1.1 0.006
H -1.34980 -0.91751 -1.01107 2.3 0.2 -0.1 0.345
H -0.26052 -3.30015 -0.40255 0.7 1.2 -1.9 0.281
H -0.34099 -2.97140 -2.31269 1.1 0.6 2.1 0.315
H 1.33441 -2.76980 -1.29853 -2.6 0.1 -0.2 0.311
N 4.07857 0.61381 -5.26551 -0.8 0.1 -0.8 -0.526
C 4.30439 0.84132 -6.57799 -0.1 -0.2 0.9 -0.187
C 3.29988 1.07393 -7.50374 -0.2 0.0 0.1 -0.450
C 1.98179 1.06966 -7.05974 0.0 0.0 0.0 -0.387
C 1.71711 0.83643 -5.71413 0.1 0.0 -0.3 -0.093
C 2.78898 0.61750 -4.86379 0.9 0.0 -0.1 -0.055
H 5.34878 0.83137 -6.87599 -0.1 0.0 0.0 0.414
H 3.53939 1.25358 -8.54566 0.0 0.0 0.1 0.370
H 1.16753 1.24684 -7.75632 0.1 0.0 0.1 0.365
H 0.70085 0.82611 -5.33679 0.1 0.0 0.0 0.317
H 2.63430 0.43445 -3.80413 0.1 0.0 -0.3 0.131
N -7.46778 -0.94041 5.11464 -0.8 0.1 1.1 -0.165
C -8.58727 -0.19226 5.00353 0.8 -0.5 0.0 -0.002
C -9.52751 -0.05776 6.01250 0.1 -0.2 0.2 -0.741
C -9.31087 -0.73402 7.20843 0.0 0.0 0.0 -0.123
C -8.16807 -1.51399 7.35248 -0.2 0.2 -0.1 -0.666
C -7.28382 -1.58374 6.28799 0.0 0.4 -0.8 -0.173
H -8.71294 0.31312 4.05040 0.0 0.0 0.0 0.368
H -10.40755 0.55888 5.86916 0.1 -0.1 0.0 0.357
H -10.02640 -0.65380 8.02160 0.1 0.0 -0.1 0.362
H -7.97059 -2.05381 8.27165 0.0 0.0 -0.1 0.364
H -6.37564 -2.17645 6.35286 -0.1 0.0 0.0 0.388
N -8.90461 -4.80366 0.51600 0.5 -0.6 -0.7 -0.516
C -7.83964 -5.57707 0.82100 -0.7 0.6 -0.1 -0.142
C -7.20664 -6.40993 -0.08773 -0.1 0.0 -0.3 -0.423
C -7.69613 -6.45746 -1.38874 0.0 0.0 0.0 -0.166
C -8.79286 -5.67396 -1.73287 0.2 -0.2 0.1 -0.366
C -9.35621 -4.86968 -0.75528 0.2 0.1 0.9 -0.174
H -7.49703 -5.50749 1.84932 0.0 0.0 -0.1 0.384
H -6.35303 -7.00736 0.21175 -0.1 0.1 0.0 0.349
H -7.22684 -7.09947 -2.12850 -0.1 0.1 0.1 0.356
H -9.19850 -5.68884 -2.73811 0.0 0.0 0.1 0.346
H -10.21150 -4.23701 -0.97553 0.1 -0.1 0.0 0.361
N 6.80327 5.13185 -3.63546 0.2 -0.7 -0.7 -0.579
C 7.78854 5.28554 -4.54704 -0.7 0.0 0.6 -0.486
C 8.07337 4.35921 -5.53746 -0.1 -0.2 -0.1 -0.381
C 7.30476 3.20152 -5.59655 0.0 0.1 0.1 -0.200
C 6.28401 3.01366 -4.67033 0.2 0.0 -0.2 -0.038
C 6.07284 3.99875 -3.71906 0.5 0.8 0.1 -0.381
H 8.36223 6.20343 -4.45751 0.0 -0.1 -0.1 0.537
H 8.87530 4.53588 -6.24524 0.0 0.0 0.1 0.423
H 7.49927 2.45198 -6.35813 0.0 0.1 0.1 0.332
H 5.66755 2.12210 -4.68933 0.1 0.1 0.1 0.417
H 5.28586 3.90015 -2.97658 0.0 0.0 -0.1 0.389
N 11.78209 5.87920 -4.64830 0.4 0.0 0.9 -0.420
C 13.00649 6.41290 -4.44490 -0.8 -0.3 -0.2 -0.198
C 13.65730 6.40434 -3.22158 -0.2 -0.1 0.2 -0.374
C 13.01366 5.81652 -2.13775 0.0 0.0 0.0 -0.209
C 11.75114 5.26005 -2.31527 0.3 0.1 0.0 -0.632
C 11.18285 5.31400 -3.57783 0.3 0.3 -0.8 0.090
H 13.46606 6.86264 -5.32022 0.0 0.0 0.1 0.360
H 14.64189 6.84567 -3.11633 -0.1 0.0 0.0 0.349
H 13.49186 5.79196 -1.16288 -0.1 0.0 -0.1 0.363
H 11.22299 4.79508 -1.49058 0.0 0.0 -0.1 0.354
H 10.20068 4.89033 -3.76796 0.2 0.0 0.1 0.306

***

(2)
94
Properties=species:S:1:pos:R:3:forces:R:3:mulliken_charge:R:1 method="wB97M-V/def2-TZVPD" s_squared=8.764 charge=0 e_lumo_ev="0.15 / -0.19" multiplicity=6 de_lowest_kcal_mol=12.7 e_tot_ha=-5464.87458
Fe -1.36279 -1.39056 -1.55905 0.9 -0.4 0.0 0.893
C 4.94551 2.87818 -1.68090 0.0 0.0 0.0 -2.044
C 3.63508 3.64392 -1.86820 0.0 0.0 0.0 1.934
C 3.71816 4.42210 -3.18834 0.0 0.0 0.0 -1.667
C 3.48036 4.63152 -0.70384 0.0 0.0 0.0 -1.584
C 2.43117 2.70456 -1.90406 0.0 0.0 0.0 -0.532
C 2.52848 1.33473 -1.70667 0.0 0.1 0.0 -0.316
C 1.39761 0.54114 -1.79624 -0.1 -0.1 0.0 -0.012
Se 1.50709 -1.33902 -1.47025 0.1 0.0 0.0 0.131
C 1.35589 -1.28074 0.44049 0.1 0.0 0.0 0.466
C 2.51342 -1.21621 1.20234 0.0 0.0 0.0 -0.343
C 2.43981 -1.17063 2.58599 0.0 0.0 0.0 -0.441
C 1.16703 -1.23498 3.14601 0.0 0.0 0.0 -0.526
C -0.01871 -1.32240 2.42324 0.0 0.0 0.1 0.114
C 0.07861 -1.31150 1.01608 -0.2 0.1 0.0 -0.100
O -1.00642 -1.31491 0.24325 -0.1 0.0 0.4 -0.709
C -1.32166 -1.42058 3.24410 0.0 0.0 0.0 2.265
C -1.46849 -0.14683 4.09021 0.0 0.0 0.0 -1.649
C -2.61711 -1.58503 2.43897 0.0 0.0 0.0 -2.145
C -1.22174 -2.64023 4.17495 0.0 0.0 0.0 -1.749
C 3.66791 -1.06872 3.48924 0.0 0.0 0.0 2.073
C 3.74246 -2.30582 4.39400 0.0 0.0 0.0 -1.644
C 3.55788 0.19293 4.35672 0.0 0.0 0.0 -1.612
C 4.96178 -0.98251 2.67944 0.0 0.0 0.0 -2.040
C 0.13053 1.05165 -2.11150 0.0 0.1 0.0 1.296
O -0.88580 0.22202 -2.32748 -0.2 0.3 -0.3 -1.620
C -0.00731 2.45204 -2.20546 -0.1 0.1 0.0 0.082
C 1.15499 3.21371 -2.12795 0.0 0.1 0.0 -0.682
C -1.33557 3.21725 -2.37151 0.0 -0.1 0.0 2.349
C -2.60325 2.35970 -2.26698 0.0 0.0 0.0 -2.010
C -1.43189 4.27477 -1.25893 0.0 0.0 0.0 -1.773
C -1.34727 3.91458 -3.73805 0.0 0.0 0.0 -1.751
H 5.78423 3.57587 -1.71750 0.0 0.0 0.0 0.440
H 4.97847 2.36935 -0.71492 0.0 0.0 0.0 0.283
H 5.09156 2.13516 -2.46729 0.0 0.0 0.0 0.403
H 4.59931 5.06826 -3.19281 0.0 0.0 0.0 0.471
H 3.78982 3.73607 -4.03461 0.0 0.0 0.0 0.348
H 2.83993 5.05146 -3.34010 0.0 0.0 0.0 0.307
H 4.35282 5.28680 -0.64006 0.0 0.0 0.0 0.458
H 2.59577 5.25876 -0.82783 0.0 0.0 0.0 0.318
H 3.38265 4.09581 0.24253 0.0 0.0 0.0 0.320
H 3.47372 0.86339 -1.47538 0.0 0.0 0.0 0.439
H 3.46486 -1.19677 0.68928 0.0 0.0 0.0 0.477
H 1.09167 -1.21967 4.22737 0.0 0.0 0.0 0.259
H -1.52906 0.73365 3.44715 0.0 0.0 0.0 0.339
H -2.38007 -0.19783 4.69138 0.0 0.0 0.0 0.467
H -0.62602 -0.00848 4.76930 0.0 0.0 0.0 0.289
H -2.81457 -0.72106 1.80693 0.0 0.0 0.0 0.285
H -2.59227 -2.46967 1.80430 0.0 0.0 0.0 0.323
H -3.44197 -1.69181 3.15020 0.0 0.0 0.0 0.587
H -0.38612 -2.56055 4.87104 0.0 0.0 0.0 0.303
H -2.13800 -2.73673 4.76262 0.0 0.0 0.0 0.471
H -1.08931 -3.55473 3.59329 0.0 0.0 0.0 0.384
H 2.87139 -2.37664 5.04746 0.0 0.0 0.0 0.308
H 3.78767 -3.21722 3.79466 0.0 0.0 0.0 0.347
H 4.63443 -2.26400 5.02399 0.0 0.0 0.0 0.470
H 2.69250 0.14995 5.01996 0.0 0.0 0.0 0.312
H 4.45119 0.30844 4.97533 0.0 0.0 0.0 0.462
H 3.45636 1.08096 3.72960 0.0 0.0 0.0 0.335
H 5.11348 -1.87314 2.06636 0.0 0.0 0.0 0.378
H 4.96722 -0.10744 2.02592 0.0 0.0 0.0 0.319
H 5.81151 -0.89735 3.35946 0.0 0.0 0.0 0.449
H 1.05523 4.28744 -2.24188 0.0 0.0 0.0 0.200
H -2.63099 1.80272 -1.32921 0.0 0.0 0.0 0.203
H -3.46929 3.02778 -2.29861 0.0 0.0 0.0 0.558
H -2.68316 1.64570 -3.08306 0.0 0.0 0.0 0.338
H -1.37877 3.80098 -0.27654 0.0 0.0 0.0 0.368
H -0.63133 5.01248 -1.31726 0.0 0.0 0.0 0.342
H -2.38214 4.80885 -1.33445 0.0 0.0 0.0 0.473
H -1.27657 3.18019 -4.54274 0.0 0.0 0.0 0.372
H -2.27488 4.47863 -3.86783 0.0 0.0 0.0 0.442
H -0.51204 4.60908 -3.84138 0.0 0.0 0.0 0.307
C -6.71258 -2.30403 -1.61942 0.0 0.0 0.0 -0.950
N -5.87801 -1.13036 -1.35919 0.0 0.0 -0.1 -0.006
C -6.37200 -0.12038 -0.42089 0.0 0.0 0.0 -0.869
C -4.58594 -1.21872 -1.55341 0.0 0.0 0.1 0.564
N -3.45013 -1.27524 -1.74300 -0.1 0.2 0.1 -0.390
H -7.69339 -1.96349 -1.94548 0.0 0.0 0.0 0.315
H -6.82021 -2.91681 -0.72244 0.0 0.0 0.0 0.323
H -6.26393 -2.90025 -2.40940 0.0 0.0 0.0 0.345
H -7.36141 0.19607 -0.74522 0.0 0.0 0.0 0.335
H -5.70529 0.73796 -0.42958 0.0 0.0 0.0 0.273
H -6.43141 -0.52249 0.59225 0.0 0.0 0.0 0.322
F -1.59127 -7.46629 -2.24503 0.0 0.0 0.0 -0.342
C -1.44152 -6.12123 -2.20522 0.0 0.0 0.0 0.457
C -2.13379 -5.34880 -3.11178 0.0 0.1 -0.1 -0.801
C -1.99133 -3.96553 -3.04153 0.1 -0.1 -0.1 -0.105
C -1.16115 -3.35119 -2.10048 -0.4 0.0 0.0 0.103
C -0.47015 -4.18641 -1.21627 0.0 -0.2 -0.2 0.320
C -0.60215 -5.57049 -1.25930 0.1 0.1 0.0 -0.874
H -2.76367 -5.82524 -3.85234 0.0 0.0 0.0 0.433
H -2.53443 -3.36213 -3.76256 -0.1 0.0 0.0 0.398
H 0.19613 -3.76809 -0.46994 0.0 0.0 0.1 0.088
H -0.06736 -6.21569 -0.57409 0.0 0.0 0.0 0.452